[1]
Below is 2 unconnected molecules or ions with the total composition C9H11NOS, with properties calculated with ωB97M-V/def2-TZVPD.

Values from the calculation:
Highest occupied orbital energy (alpha / beta)   -8.22 / -8.29 eV
Lowest unoccupied orbital energy (alpha / beta)   -0.0450 / -0.0442 hartree
Energy   -23880.79040 eV
Structure (SMILES)   C/C=C/c1ccc(C)cn1.O=S
Frontier orbital gap (alpha / beta)   0.2571 / 0.2605 Eh
Total charge   0
ΔE to the lowest compared entry with this formula, charge and spin   84.5 kcal/mol

Last columns: bonded neighbours and bond lengths (Å).
Element x y z (Å)
1 C 3.66395 2.63745 -0.85293  C2 1.526, H11 1.029, H12 1.098, H13 1.095
2 C 2.34000 1.87841 -0.84989  C1 1.526, C3 1.327, H14 1.064
3 C 1.74600 1.24947 0.15668  C2 1.327, C4 1.491, H15 1.090
4 C 0.57706 0.32688 0.07873  C3 1.491, C5 1.396, N10 1.397
5 C 0.15974 -0.31508 1.24657  C4 1.396, C6 1.438, H16 1.098
6 C -1.03974 -1.10435 1.17742  C5 1.438, C7 1.372, H17 1.109
7 C -1.63335 -1.33075 -0.03849  C6 1.372, C8 1.478, C9 1.440
8 C -2.84474 -2.15801 -0.21726  C7 1.478, H18 1.073, H19 1.094, H20 1.113
9 C -1.04047 -0.72010 -1.20004  C7 1.440, N10 1.298, H21 1.101
10 N -0.06623 0.13577 -1.14650  C4 1.397, C9 1.298
11 H 3.94128 2.87404 0.10911  C1 1.029
12 H 3.30382 3.58233 -1.27989  C1 1.098
13 H 4.53321 2.22797 -1.37781  C1 1.095
14 H 1.71238 1.96342 -1.70540  C2 1.064
15 H 2.10119 1.21130 1.18628  C3 1.090
16 H 0.74693 -0.01427 2.12412  C5 1.098
17 H -1.49692 -1.61356 2.05032  C6 1.109
18 H -3.40080 -2.37667 0.67357  C8 1.073
19 H -3.46679 -1.78165 -1.03418  C8 1.094
20 H -2.30923 -3.07184 -0.55809  C8 1.113
21 H -1.25282 -0.93925 -2.25833  C9 1.101
22 O 3.35966 -2.23842 -0.12598  S23 1.496
23 S 2.45280 -1.94863 1.02737  O22 1.496

Results of the natural (NBO) charge analysis, in e, for atoms 1 through 6: -0.643, -0.112, -0.253, 0.151, -0.264, -0.192


[2]
Below is 2 unconnected molecules or ions with the total composition C9H11O3, with properties calculated with ωB97M-V/def2-TZVPD.

Values from the calculation:
Highest occupied orbital energy   -3.49 eV
Lowest unoccupied orbital energy   0.1292 hartree
Energy   -15655.92132 eV
Frontier orbital gap   0.2575 Eh
Total charge   -1
ΔE to the lowest compared entry with this formula, charge and spin   8.7 kcal/mol

Last columns: bonded neighbours and bond lengths (Å).
Element x y z (Å)
1 C 3.30445 2.10443 -1.10726  C7 1.509, H14 1.087, H15 1.100, H16 1.094
2 C -0.16770 0.37979 0.87812  C3 1.426, C4 1.433, O8 1.297
3 C 0.97793 0.81117 1.60910  C2 1.426, C5 1.375, H10 1.078
4 C -0.12527 0.48375 -0.55060  C2 1.433, C6 1.387, H11 1.082
5 C 2.06668 1.32875 0.94841  C3 1.375, C7 1.409, H12 1.094
6 C 1.01937 0.98349 -1.15340  C4 1.387, C7 1.385, H13 1.085
7 C 2.07096 1.54082 -0.44435  C1 1.509, C5 1.409, C6 1.385
8 O -1.19624 -0.10810 1.49998  C2 1.297
9 H -2.54985 -0.74875 1.16723  O19 1.038
10 H 0.80335 0.71118 2.66802  C3 1.078
11 H -0.92133 -0.02234 -1.08155  C4 1.082
12 H 3.01187 1.57504 1.44065  C5 1.094
13 H 1.02702 0.95487 -2.23835  C6 1.085
14 H 4.15271 2.22480 -0.43779  C1 1.087
15 H 3.08132 3.06850 -1.58819  C1 1.100
16 H 3.58221 1.43497 -1.92621  C1 1.094
17 C -2.37620 -2.76665 -0.03953  C18 1.497, H21 1.097, H22 1.084, H23 1.083
18 C -3.63363 -1.97070 0.11909  C17 1.497, O19 1.310, O20 1.219
19 O -3.53367 -0.90702 0.87729  H9 1.038, C18 1.310
20 O -4.69132 -2.30369 -0.38624  C18 1.219
21 H -1.78680 -2.92408 0.87203  C17 1.097
22 H -1.68333 -2.12917 -0.57740  C17 1.084
23 H -2.43255 -3.72105 -0.54903  C17 1.083

Results of the natural (NBO) charge analysis, in e, for atoms 1 through 6: -0.608, 0.384, -0.329, -0.334, -0.197, -0.198


[3]
Below is 2 unconnected molecules or ions with the total composition C9H11O3, with properties calculated with ωB97M-V/def2-TZVPD.

Values from the calculation:
Highest occupied orbital energy   -3.95 eV
Lowest unoccupied orbital energy   0.1011 hartree
Energy   -15655.28056 eV
Frontier orbital gap   0.2462 Eh
Total charge   -1
ΔE to the lowest compared entry with this formula, charge and spin   23.5 kcal/mol

Last columns: bonded neighbours and bond lengths (Å).
Element x y z (Å)
1 C 0.13308 3.94224 1.57762  C2 1.538, H5 1.085, H6 1.085, H7 1.089
2 C 0.26932 2.72527 2.50855  C1 1.538, O3 1.251, O4 1.255
3 O 0.74169 1.68148 2.00588  C2 1.251
4 O -0.10063 2.91327 3.69328  C2 1.255
5 H -0.21117 3.63706 0.59517  C1 1.085
6 H 1.10571 4.40241 1.44067  C1 1.085
7 H -0.50124 4.71316 2.01370  C1 1.089
8 C -0.69041 -1.10430 1.48761  C12 1.498, H20 1.074, H21 1.097, H23 1.092
9 C -0.08397 -0.48211 -2.21171  C10 1.370, C11 1.403, H16 1.088
10 C 0.44086 -1.68416 -2.60782  C9 1.370, C13 1.404, O15 1.374
11 C -0.49793 -0.28650 -0.88584  C9 1.403, C12 1.378, H17 1.079
12 C -0.40810 -1.31134 0.03129  C8 1.498, C11 1.378, C14 1.403
13 C 0.32323 -2.78264 -1.74077  C10 1.404, C14 1.377, H18 1.093
14 C -0.04681 -2.58650 -0.42859  C12 1.403, C13 1.377, H22 1.085
15 O 1.07716 -1.80150 -3.82040  C10 1.374, H19 0.969
16 H -0.20271 0.35421 -2.89693  C9 1.088
17 H -0.83927 0.69718 -0.60143  C11 1.079
18 H 0.47093 -3.78810 -2.14307  C13 1.093
19 H 1.21778 -2.74300 -4.00067  O15 0.969
20 H -0.96497 -0.08097 1.66596  C8 1.074
21 H 0.24509 -1.20363 2.05224  C8 1.097
22 H -0.11208 -3.43305 0.24672  C14 1.085
23 H -1.36555 -1.77847 2.01853  C8 1.092

Results of the natural (NBO) charge analysis, in e, for atoms 1 through 6: -0.733, 0.757, -0.805, -0.792, 0.190, 0.196


Which strongest force on any atom belongs to each record? In order, 0.05528 0.03042 0.02089 Eh/bohr.